1.
ORCA calculation (ωB97M-V/def2-TZVPD) on an isolated molecule of C17H23N3O3 in a non-equilibrium geometry.

Computed properties:
Net charge   0
HOMO   -0.308 Ha
Frontier orbital gap   8.944 eV
SMILES string   CC[C@H](C)[C@H](NC(=O)[C@@H](N)Cc1c[nH]c2ccccc12)C(=O)O
Relative energy (zero: lowest compared OMol25 entry of this formula, charge and spin)   4.032 eV

Positions of all 46 atoms, in Å:
N 1.06 0.66 1.37
C -3.13 0.63 0.54
H -4.52 -0.10 1.69
H 2.80 0.14 -0.58
O -0.65 -0.49 2.98
C 2.40 -0.82 -0.89
C -2.66 -0.43 -1.57
H 0.64 -3.31 0.47
H 2.56 -1.80 1.09
C -1.58 2.22 0.74
C -3.88 -1.12 -1.52
H 2.53 1.59 -1.32
O 1.82 2.74 1.83
N 2.33 2.54 -1.02
C -1.28 1.57 -0.42
H 1.98 -3.46 -0.49
H 3.10 2.76 -0.31
C 0.67 -0.65 0.97
H -4.17 -1.92 -2.25
C 1.30 1.93 1.02
H -5.68 -1.60 -0.25
O 0.65 -2.39 2.70
C 0.29 -1.30 2.32
H 1.69 -0.62 -1.64
H 3.45 -2.64 -1.86
C 3.63 -1.62 -1.41
H -0.52 0.34 2.54
H -2.16 -0.37 -2.55
H 4.27 -1.02 -2.04
H 0.66 -2.76 -1.23
C -0.04 1.86 -1.27
C 1.76 -1.46 0.28
C -4.67 -1.01 -0.35
C 1.05 2.48 -0.35
H 4.28 -1.73 -0.57
H -2.99 1.69 2.34
H 1.54 0.74 2.30
C 1.21 -2.76 -0.29
N -2.60 1.51 1.43
H -0.19 -0.43 0.28
H -0.20 2.56 -2.13
H 0.68 3.50 -0.19
C -2.24 0.53 -0.58
H -1.10 3.05 1.23
C -4.23 -0.17 0.69
H 0.18 0.94 -1.75

2.
ORCA calculation (ωB97M-V/def2-TZVPD) on an isolated molecule of C17H23N3O4.

Computed properties:
Net charge   0
HOMO   -0.333 Ha
Frontier orbital gap   9.001 eV
SMILES string   CCCCCNC(=O)c1ccc2c(=O)n(CCOC)c(=O)[nH]c2c1
Relative energy (zero: lowest compared OMol25 entry of this formula, charge and spin)   0.049 eV

Positions of all 47 atoms, in Å:
O 5.49 0.27 -1.11
H -7.38 -2.95 0.07
O -2.68 2.64 -0.64
H 6.02 1.32 0.61
C -5.10 1.23 -0.74
H -7.03 -2.81 1.79
H -5.21 1.04 1.40
H -5.32 -1.67 -0.47
H 5.18 -0.73 1.49
H -4.98 -1.50 1.26
C 3.16 0.63 1.16
C -6.66 -0.33 0.58
C 6.39 1.08 -0.39
H -7.37 -0.36 -0.26
H 6.50 2.00 -0.96
H -4.96 2.31 -0.89
H -0.49 2.27 0.57
H 0.19 -2.22 -1.37
N 3.32 -0.62 0.59
H -1.99 -1.07 -1.64
O 2.59 -2.43 -0.55
C -5.89 0.99 0.55
C -2.66 1.43 -0.62
C -1.38 0.66 -0.51
C 5.39 -1.06 -0.66
C -1.20 -0.61 -1.07
N -3.77 0.66 -0.70
C -6.58 -2.85 0.79
C 0.89 0.63 0.31
H 6.39 -1.51 -0.56
H -7.24 -0.37 1.50
N 1.93 1.21 0.98
H 4.53 -2.29 0.88
H -5.65 0.83 -1.60
C 2.35 -1.33 -0.11
C 1.06 -0.64 -0.24
O 4.03 1.19 1.80
C 0.02 -1.25 -0.94
H -3.70 -0.33 -0.58
H 7.37 0.59 -0.30
C -5.78 -1.58 0.52
H 1.82 2.13 1.38
C -0.34 1.28 0.16
H -5.95 -3.73 0.73
H 4.84 -1.59 -1.44
C 4.65 -1.22 0.67
H -6.61 1.80 0.66

3.
ORCA calculation (ωB97M-V/def2-TZVPD) on an isolated molecule of C17H23N3O5S in a non-equilibrium geometry.

Computed properties:
Net charge   0
HOMO   -0.324 Ha
Frontier orbital gap   9.343 eV
SMILES string   CC1CCN(C(=O)CCNS(=O)(=O)c2ccc3c(c2)oc(=O)n3C)CC1
Relative energy (zero: lowest compared OMol25 entry of this formula, charge and spin)   0.060 eV

Positions of all 49 atoms, in Å:
H -6.24 2.92 0.79
C 3.07 0.66 -0.29
C -0.24 -0.64 -2.27
H -4.03 2.05 1.50
N 6.46 -0.06 0.38
H -5.19 -0.68 0.76
H -2.55 1.13 -1.81
H -4.33 2.58 -0.89
H -2.14 1.66 -0.17
H -0.23 0.43 -2.06
C -4.26 1.54 -0.57
N -2.71 -0.32 -0.31
C -2.24 -1.37 -0.99
C 3.05 -1.33 1.10
C -4.51 -0.04 1.33
H 0.16 -2.21 -0.98
C 6.60 1.07 -0.40
O 7.62 1.60 -0.72
H 8.48 -0.26 0.64
O -2.18 -2.50 -0.51
C -3.07 -0.49 1.09
H 7.59 -1.80 0.58
C -4.69 1.42 0.90
O 5.35 1.50 -0.76
C -1.68 -1.15 -2.39
H -6.81 1.27 0.50
H -4.93 0.95 -1.19
N 0.48 -1.26 -1.17
C 2.40 -0.35 0.38
H -2.29 -0.48 -3.00
H -6.42 1.80 2.13
H -4.75 -0.15 2.39
H -2.94 -1.54 1.34
H 0.31 -0.82 -3.20
O 0.12 0.93 0.07
H 7.51 -0.78 2.04
H 2.46 -2.07 1.61
S 0.62 -0.41 0.26
H 2.52 1.42 -0.83
C -2.83 1.05 -0.76
C 7.57 -0.77 0.95
O 0.12 -1.18 1.36
H -1.67 -2.14 -2.87
H -2.38 0.10 1.70
C 4.44 -1.35 1.19
H 4.96 -2.10 1.75
C 4.44 0.64 -0.21
C 5.12 -0.35 0.52
C -6.13 1.88 1.09

4.
ORCA calculation (ωB97M-V/def2-TZVPD) on an isolated molecule of C17H23N7O.

Computed properties:
Net charge   0
HOMO   -0.295 Ha
Frontier orbital gap   8.851 eV
SMILES string   c1ccc(Nc2nc(N3CCNCC3)nc(N3CCOCC3)n2)cc1
Relative energy (zero: lowest compared OMol25 entry of this formula, charge and spin)   0.000 eV

Positions of all 48 atoms, in Å:
H -2.14 4.26 0.89
N 1.41 0.41 -0.62
C -5.05 -0.36 0.35
N 0.44 -1.74 -0.39
C -0.74 -1.13 -0.32
N 2.71 -1.48 -0.62
C 1.49 -0.92 -0.53
H -6.00 -3.59 0.10
H -0.21 5.34 0.12
N -1.78 -1.99 -0.17
N 0.03 2.23 -0.72
N -0.09 4.62 0.83
H -1.49 -2.96 -0.19
C 1.17 3.12 -0.70
H -2.02 2.15 -0.54
C -1.21 3.70 0.77
H 1.97 4.65 0.62
C -1.24 2.90 -0.54
H 2.83 -3.19 1.76
H 1.09 3.81 -1.55
H 5.67 -0.62 0.66
H -6.96 -1.34 0.44
C -3.69 -0.51 0.19
H 3.64 0.31 -0.18
C 1.16 3.92 0.62
H -1.12 3.01 1.61
C 4.98 -1.36 0.25
H -1.39 3.58 -1.39
N -0.94 0.18 -0.40
C -5.35 -2.72 0.12
H 1.31 3.24 1.45
H 2.07 2.52 -0.79
H -5.46 0.62 0.50
C 0.17 0.90 -0.56
O 4.40 -2.00 1.35
H 4.28 -0.50 -1.63
H 4.19 -4.02 0.95
H -3.03 0.34 0.22
H 1.95 -3.38 -0.44
C -5.89 -1.46 0.31
C 3.91 -0.66 -0.60
H 5.55 -2.07 -0.36
H -3.57 -3.87 -0.19
C -3.99 -2.88 -0.04
C 3.59 -3.10 0.97
H 3.57 -3.27 -1.20
C -3.14 -1.77 -0.01
C 2.92 -2.88 -0.40

5.
ORCA calculation (ωB97M-V/def2-TZVPD) on a structure of composition C17H23NO3 in a non-equilibrium geometry.

Computed properties:
Net charge   0
HOMO   -0.285 Ha
Frontier orbital gap   8.233 eV
Relative energy (zero: lowest compared OMol25 entry of this formula, charge and spin)   16.630 eV

Positions of all 44 atoms, in Å:
H -3.32 -2.24 0.71
H 4.11 -0.37 -1.04
C 1.86 -1.22 1.40
O -3.20 -0.41 1.45
H 0.12 -2.65 1.08
C 2.46 -1.69 -1.40
C -2.58 0.29 0.64
H 3.54 0.19 1.05
H 1.87 4.25 0.34
H -4.75 -1.72 1.68
H 0.96 -3.15 -1.37
C -2.79 0.30 -0.76
H 1.89 -1.15 -2.05
C -0.70 1.71 0.13
O 1.89 1.06 -1.29
H 2.36 -2.11 1.98
C 0.86 -2.14 0.31
N 1.47 1.55 1.03
H -2.33 0.97 -2.76
C 3.54 -1.22 -0.51
C 0.51 2.45 0.56
H -5.52 -1.54 -0.59
H 1.30 -0.77 2.02
H 2.95 -2.39 -2.00
H 0.15 2.90 1.71
C 2.74 -0.35 0.50
C -4.71 -0.66 -0.31
C -1.04 1.85 -1.35
C -3.94 -1.45 0.65
H 2.11 -3.53 -0.01
O -3.90 -0.45 -1.33
H -5.30 -0.12 0.18
H 0.28 -1.35 -0.02
C 1.08 3.75 -0.08
H -0.39 2.48 -1.90
C 1.94 0.69 0.19
C 1.47 -2.69 -0.73
C -1.43 1.27 0.97
H 1.61 3.33 -1.08
H 0.39 4.54 -0.44
H 1.72 1.37 1.93
H 4.10 -1.85 0.14
H -1.35 1.04 2.09
C -2.05 1.22 -1.74

6.
ORCA calculation (ωB97M-V/def2-TZVPD) on a structure of composition C17H24AsN2O3SSbSe4V.

Computed properties:
Net charge   0
HOMO (spin up / spin down)   -0.287 / -0.283 Ha
Multiplicity   2
Frontier orbital gap (spin up / spin down)   6.204 / 6.004 eV
Relative energy (zero: lowest compared OMol25 entry of this formula, charge and spin)   0.398 eV

Positions of all 54 atoms, in Å:
C 0.93 -3.05 0.77
N -0.65 1.70 -1.91
C 3.46 -2.72 -0.26
C 2.67 -1.58 -0.11
H -3.58 4.09 1.72
H 2.28 4.07 1.65
H 3.66 -4.85 -0.06
H -5.06 0.51 0.65
H -3.64 1.73 -1.59
C 3.04 -3.98 0.08
Se -1.66 -4.64 -2.14
O 2.50 0.75 -0.46
H -1.19 0.88 -1.68
H -0.07 -3.13 1.17
H 5.30 -0.56 -0.42
H -0.68 -5.28 0.59
C 1.39 -1.78 0.43
C 1.74 -4.15 0.59
C 4.56 -0.18 -1.13
C 3.16 -0.26 -0.56
H 4.64 -0.76 -2.04
H -4.37 0.37 2.28
H -1.81 3.92 1.67
O 1.38 -5.41 0.87
C 0.13 2.33 -1.00
H 2.41 4.81 -0.76
H -0.05 -6.71 1.45
C -2.75 3.42 1.92
C 1.75 4.01 -0.46
H -0.12 -5.14 2.29
Se 0.95 -2.62 -2.68
S -1.33 0.14 2.94
C 0.97 3.38 -1.39
O 0.54 -0.78 0.72
Se -2.33 -1.00 -0.40
C -4.59 1.05 1.46
C 0.05 -5.63 1.32
Sb -1.43 -2.27 -2.53
C -3.51 2.55 -0.89
H 4.78 0.87 -1.34
H -4.45 3.08 -0.74
H 4.46 -2.62 -0.67
H -0.48 1.85 -2.89
H -2.74 3.12 2.96
H -5.25 1.85 1.81
H 1.00 3.66 -2.44
V -0.88 0.22 0.96
H -2.75 3.24 -1.27
H 0.73 2.27 2.23
Se -2.70 -0.82 -3.92
As -2.93 1.83 0.81
C 0.81 2.61 1.21
N 0.04 1.98 0.30
C 1.68 3.61 0.88

7.
ORCA calculation (ωB97M-V/def2-TZVPD) on a cluster of 3 separate species, C17H24BrClF3N3O8 in total in a non-equilibrium geometry.

Computed properties:
Net charge   0
HOMO   -0.338 Ha
Frontier orbital gap   8.287 eV
SMILES string   CC[C@@H](Br)C1=C(C(F)(F)F)C(=O)C(OCCNC[C@H](C)O)=C(Cl)C1=O.C[N+](=O)[O-].C[N+](=O)[O-]

Positions of all 57 atoms, in Å:
H -2.69 -4.23 -0.64
H -4.11 3.27 4.35
N -0.64 -5.93 -4.00
F 1.79 -3.96 -0.04
H -1.57 -3.71 -2.42
H 3.22 3.49 1.98
H 0.31 -6.79 -5.65
C 1.35 4.19 3.83
F -0.04 -3.08 0.51
H -0.01 6.12 1.72
C 1.99 0.95 0.20
H 1.10 4.97 4.55
H -1.59 -1.50 -0.52
N 2.72 3.16 1.15
H 3.84 1.31 1.25
H 1.03 4.11 0.38
H 0.61 2.85 1.52
C 1.23 4.74 2.40
C -1.54 -2.62 -2.41
C -0.13 -2.04 -2.39
O -1.81 2.82 4.90
N -2.18 3.98 4.80
H 2.37 3.82 3.99
O 2.80 0.60 -0.98
H -2.67 -3.08 0.75
C -3.61 4.23 4.46
H -0.11 -5.06 -5.84
C 0.31 -0.87 -3.29
Br -2.62 -2.03 -3.94
O -0.07 5.35 2.31
C 1.34 3.65 1.33
H 1.66 0.00 0.63
F 0.05 -4.63 -1.02
H 1.09 1.48 -0.14
H 0.60 3.40 3.92
O -1.62 -5.20 -3.99
H -4.05 -3.10 -0.30
O 3.20 -2.29 -1.59
O -1.48 4.96 4.96
O -0.36 -6.74 -3.15
C 2.03 -0.22 -1.72
C 2.16 -1.74 -1.60
O 0.10 -0.82 -4.45
C 0.28 -5.82 -5.17
H -4.05 4.80 5.28
C 0.80 -2.45 -1.56
C -2.29 -2.09 -1.12
C 1.11 0.19 -2.56
H -3.63 4.79 3.53
C -2.96 -3.23 -0.29
C 0.63 -3.55 -0.54
H 1.98 5.52 2.17
H 1.25 -5.54 -4.78
C 2.81 1.69 1.25
Cl 0.79 1.88 -2.85
H -3.07 -1.39 -1.44
H 2.37 1.41 2.23

8.
ORCA calculation (ωB97M-V/def2-TZVPD) on an isolated molecule of C17H24ClNO4 in a non-equilibrium geometry.

Computed properties:
Net charge   0
HOMO   -0.341 Ha
Frontier orbital gap   9.808 eV
SMILES string   CC/C(=N\OC/C=C/Cl)[C@H]1C(=O)C[C@H](C2CCOCC2)CC1=O
Relative energy (zero: lowest compared OMol25 entry of this formula, charge and spin)   0.593 eV

Positions of all 47 atoms, in Å:
O 0.68 3.29 0.78
C -0.64 2.30 -0.90
C 2.44 -1.41 -1.10
O -2.30 1.12 -2.14
H -0.91 3.25 -1.37
H -2.86 -2.38 2.81
H -3.25 1.25 0.55
H 1.53 -1.87 -0.61
H 2.82 2.77 -2.68
H 3.24 -1.26 -0.34
H -0.63 0.31 4.12
H -1.53 2.29 2.31
H -0.55 -2.50 0.82
H -0.07 2.49 -3.47
Cl 3.02 -3.47 -4.70
H -1.48 -1.21 4.46
C -0.76 1.70 1.74
C 2.36 -2.42 -3.44
H 2.20 3.11 -4.25
H -2.84 -0.03 2.82
H 0.85 -1.01 2.50
H 0.12 1.45 2.34
N 1.01 0.59 -1.07
H -2.85 -0.31 -0.18
C 1.94 3.09 -3.18
C -1.83 1.37 -1.02
O -0.12 -2.77 2.90
H 0.88 -1.61 4.19
C -2.25 -1.94 2.00
H -0.53 -0.22 0.85
H 1.68 4.11 -2.86
C -1.35 0.37 1.28
C 0.83 2.08 -3.01
H 1.02 1.22 -3.61
H -1.42 -3.87 1.67
C 2.94 -2.33 -2.18
C -0.25 2.53 0.54
C -1.05 -2.82 1.77
C 0.48 1.67 -1.62
C -0.97 -0.63 3.66
O 2.04 -0.16 -1.74
C -2.41 0.63 0.17
H 3.80 -3.01 -1.96
H -2.86 -1.94 1.10
C 0.25 -1.48 3.29
C -1.92 -0.48 2.44
H 1.50 -1.83 -3.69

9.
ORCA calculation (ωB97M-V/def2-TZVPD) on the ion C17H24FNO4P3 with charge +1 in a non-equilibrium geometry.

Computed properties:
Net charge   +1
HOMO   -0.403 Ha
Frontier orbital gap   6.221 eV
SMILES string   CCCc1c(P(C)C)cc(CC(=O)F)c2c[nH+]c(C)c(PP(=O)(O)O)c12

Positions of all 50 atoms, in Å:
C 2.87 1.27 -3.72
C -2.38 3.35 -2.45
O -0.41 0.95 4.15
C 1.66 -1.22 0.10
C 0.04 0.90 -2.57
C -1.23 1.15 -2.17
H 1.33 -2.16 0.51
O 0.95 -0.86 5.06
F -1.31 3.89 -1.90
C -2.94 0.84 -0.49
H 3.20 0.14 0.64
H -3.03 -1.82 3.02
C 3.05 -1.21 2.29
H 2.74 -2.25 2.25
H 4.14 -1.18 2.20
C -2.61 -0.38 1.50
O -1.56 -1.14 5.18
H -4.41 -0.85 2.50
P -0.31 -1.62 2.41
H 0.36 1.30 -3.52
H 1.79 -2.01 -3.69
H 2.83 -0.77 3.25
H -1.14 1.19 3.57
H 3.12 -2.41 -2.61
C -1.28 -0.65 1.18
N -3.38 0.36 0.66
C 0.58 -0.42 -0.57
P -0.45 -0.63 4.36
P 2.63 -0.03 -2.46
H 3.44 -1.59 -4.11
C -2.17 1.98 -3.02
C 2.74 -1.66 -3.29
H 2.43 -1.48 -0.62
C -1.64 0.60 -0.91
H -3.14 1.51 -3.05
H 1.74 0.40 1.56
C -3.35 -0.83 2.72
H -1.76 2.04 -4.02
H 2.92 2.21 -3.19
H 2.11 1.34 -4.49
H 1.11 -1.81 5.09
H -3.64 1.40 -1.08
H -4.33 0.54 0.92
C -0.75 -0.17 -0.09
H 3.84 1.09 -4.17
H -3.20 -0.17 3.57
H -1.10 -2.77 2.59
C 0.93 0.14 -1.79
C 2.40 -0.37 1.17
O -3.41 3.90 -2.46

10.
ORCA calculation (ωB97M-V/def2-TZVPD) on a structure of composition C17H24MoNO2SSi in a non-equilibrium geometry.

Computed properties:
Net charge   +3
HOMO (spin up / spin down)   -0.713 / -0.713 Ha
Frontier orbital gap (spin up / spin down)   5.939 / 5.940 eV

Positions of all 47 atoms, in Å:
Si 8.88 7.31 5.31
C 13.95 11.60 3.80
H 13.80 10.97 7.59
C 14.39 12.49 6.04
H 8.26 10.47 3.46
H 14.13 11.76 2.81
N 10.51 8.26 5.31
C 8.12 6.78 3.63
H 14.76 5.19 5.01
C 11.60 6.28 4.35
H 7.98 11.41 5.05
C 14.03 7.11 5.42
H 8.12 5.40 6.53
H 14.83 13.19 6.72
H 6.81 8.06 6.35
C 8.96 6.01 6.61
H 9.90 5.38 6.64
C 10.43 13.10 5.19
C 13.44 10.45 4.27
H 10.71 12.96 6.23
H 8.54 7.17 2.71
C 13.92 5.85 4.87
H 11.22 13.65 4.65
C 13.49 10.27 5.61
H 14.91 13.55 4.24
O 12.99 9.08 6.25
S 10.19 11.54 4.34
H 9.49 13.70 5.19
C 12.74 5.48 4.23
H 7.01 9.25 5.32
C 13.85 11.26 6.57
C 14.45 12.61 4.65
Mo 11.00 9.94 6.10
C 11.61 7.54 4.96
C 7.67 8.68 6.00
H 7.91 9.27 6.92
H 12.47 4.64 3.70
H 7.12 7.24 3.73
C 8.42 11.34 4.09
H 7.95 12.20 3.56
C 12.91 7.92 5.44
O 10.01 10.03 7.36
H 10.68 6.11 3.78
H 14.90 7.52 5.93
H 8.04 5.71 3.50
H 13.27 9.64 3.54
H 9.00 6.63 7.48